A) Computed, not measured: 2 unconnected molecules or ions with the total composition C3H11NO3, with ωB97M-V with the def2-TZVPD basis set.

Values from the calculation:
HOMO energy (eV): -9.2
Structure (SMILES): NC(CO)CO.O
LUMO level (eV): 0.65

```
! wB97M-V def2-TZVPD RIJCOSX def2/J DEFGRID3
* xyz 0 1
C 0.79 -1.48 0.34
O 2.15 -1.01 0.74
C -0.27 -0.33 0.10
C -1.46 -0.99 -0.75
O -2.41 0.01 -1.01
N -0.41 0.33 1.40
H 1.03 -2.08 -0.60
H 0.65 -2.31 1.23
H 2.43 -0.50 0.04
H 0.06 0.49 -0.54
H -1.93 -1.83 -0.20
H -1.05 -1.36 -1.58
H -2.98 -0.26 -1.77
H 0.28 0.95 1.82
H -1.41 0.87 1.33
H 1.09 2.15 -0.12
H 1.92 3.38 -0.05
O 1.32 2.88 -0.67
*
```

---

B) Computed, not measured: 3 unconnected molecules or ions with the total composition C3H11NO3, with ωB97M-V with the def2-TZVPD basis set.

Values from the calculation:
HOMO energy (eV): -10.3
Structure (SMILES): CCC(N)=O.O.O
LUMO level (eV): 0.62

```
! wB97M-V def2-TZVPD RIJCOSX def2/J DEFGRID3
* xyz 0 1
C 1.94 -0.41 1.02
C 0.41 -0.44 1.11
C -0.31 0.51 0.19
N -0.39 1.80 0.67
O -0.69 0.28 -0.94
H 2.29 -0.90 0.13
H 2.33 0.60 1.17
H 2.29 -0.92 1.92
H -0.05 -0.43 2.10
H 0.08 -1.45 0.83
H -0.06 2.05 1.57
H -0.85 2.48 0.08
H 0.30 -0.03 -3.46
H 1.24 -0.53 -2.35
O 1.19 -0.25 -3.24
H -2.89 -1.52 -0.22
H -3.33 -0.03 -0.57
O -3.50 -0.81 -0.03
*
```

---

Which structure loses on stability? A) does.

---

A) Computed, not measured: 2 unconnected molecules or ions with the total composition C3H9N2O2, with ωB97M-V with the def2-TZVPD basis set.

Values from the calculation:
HOMO energy (eV): -14.4
LUMO level (eV): -4.20

```
! wB97M-V def2-TZVPD RIJCOSX def2/J DEFGRID3
* xyz 1 1
C 1.15 -0.24 0.23
C -0.85 -0.77 0.16
C -0.22 1.75 -0.16
N 0.33 -1.53 0.42
N -0.04 0.40 -0.39
O 2.26 -0.31 -0.51
O -1.78 -1.24 -0.71
H 1.22 0.25 1.24
H -1.61 0.11 1.58
H 0.15 1.95 0.91
H 0.27 2.34 -1.01
H -1.34 1.98 -0.34
H 0.50 -1.98 1.32
H 0.01 0.35 -1.36
H 2.35 -1.20 -1.11
H -2.39 -1.86 -0.29
*
```

---

B) Computed, not measured: 2 unconnected molecules or ions with the total composition C3H9N2O2, with ωB97M-V with the def2-TZVPD basis set.

Values from the calculation:
HOMO energy (eV): -14.6
LUMO level (eV): -3.33

```
! wB97M-V def2-TZVPD RIJCOSX def2/J DEFGRID3
* xyz 1 1
C 0.36 -2.27 0.33
N 1.62 -2.03 0.69
O -0.43 -1.44 -0.12
H 0.07 -3.31 0.46
H 2.02 -1.11 0.62
H 2.21 -2.77 1.03
O 0.50 1.79 0.88
C 0.61 1.69 -0.31
C -0.60 1.47 -1.19
N -1.68 0.91 -0.33
H 1.57 1.77 -0.85
H -0.93 2.41 -1.62
H -0.36 0.75 -1.98
H -2.59 0.91 -0.80
H -1.42 -0.06 -0.07
H -1.75 1.45 0.53
*
```

---

C) Computed, not measured: 2 unconnected molecules or ions with the total composition C3H9N2O2, with ωB97M-V with the def2-TZVPD basis set.

Values from the calculation:
HOMO energy (eV): -11.8
LUMO level (eV): -6.50

```
! wB97M-V def2-TZVPD RIJCOSX def2/J DEFGRID3
* xyz 1 1
C 3.03 0.33 0.12
C -3.94 -0.75 -0.21
C 1.50 0.47 0.11
N 3.72 -0.78 -0.01
N -2.74 -0.09 0.26
O 3.59 1.50 -0.08
O 1.10 1.57 0.03
H -4.88 -0.19 -0.18
H -3.97 -1.06 -1.24
H -4.22 -1.60 0.44
H 0.99 -0.37 0.31
H 3.37 -1.61 0.42
H 4.69 -0.49 0.03
H -2.17 0.12 -0.51
H -3.00 0.70 0.70
H 2.93 2.26 -0.18
*
```

---

Which structure loses on stability? A) does.

---

A) Computed, not measured: 2 unconnected molecules or ions with the total composition C3H9N2O2, with ωB97M-V with the def2-TZVPD basis set.

Values from the calculation:
HOMO energy (eV): -14.1
LUMO level (eV): -3.22

```
! wB97M-V def2-TZVPD RIJCOSX def2/J DEFGRID3
* xyz 1 1
C 1.42 0.22 1.74
C -1.94 0.18 -1.94
C -0.76 0.86 -1.43
N 2.28 -0.18 0.90
N 0.22 -0.31 1.89
O 0.18 0.34 -0.89
O -0.33 -1.36 1.13
H -1.76 -0.91 -2.30
H -2.52 -0.11 -1.04
H -2.59 0.46 -2.74
H 1.62 1.02 2.37
H 3.30 0.17 0.84
H 2.12 -0.83 0.16
H -0.77 1.89 -1.38
H -0.56 -0.02 2.41
H 0.07 -1.42 0.29
*
```

---

B) Computed, not measured: 2 unconnected molecules or ions with the total composition C3H9N2O2, with ωB97M-V with the def2-TZVPD basis set.

Values from the calculation:
HOMO energy (eV): -13.4
LUMO level (eV): -3.43

```
! wB97M-V def2-TZVPD RIJCOSX def2/J DEFGRID3
* xyz 1 1
C -1.15 -0.71 -0.24
C -2.56 -1.21 -0.26
C 2.34 1.37 0.07
N -0.29 -0.95 0.77
N -0.86 0.35 -1.01
O 2.44 0.42 1.00
O 3.43 2.08 -0.07
H -2.84 -0.87 0.79
H -2.64 -2.30 -0.46
H -3.23 -0.73 -1.03
H -0.02 0.93 -1.16
H -0.32 -1.54 1.70
H 0.50 -0.27 0.87
H -1.43 0.45 -1.83
H 3.25 0.48 1.70
H 3.37 2.52 -0.86
*
```

---

Which structure loses on stability? A) does.

---

A) Computed, not measured: 2 unconnected molecules or ions with the total composition C7H14N2S, with ωB97M-V with the def2-TZVPD basis set.

Values from the calculation:
HOMO energy (eV): -8.7
Structure (SMILES): CCc1c[nH]cn1.CCS
LUMO level (eV): 0.87

```
! wB97M-V def2-TZVPD RIJCOSX def2/J DEFGRID3
* xyz 0 1
C -3.53 0.17 0.73
C -2.11 -0.10 1.11
S -4.20 1.81 1.46
H -3.85 -0.01 -0.30
H -4.25 -0.50 1.20
H -1.94 -0.59 2.06
H -3.51 1.46 2.51
H -1.44 0.74 0.98
H -1.72 -0.73 0.31
C 1.98 -1.46 -0.56
C 1.06 -2.22 -1.53
C 1.80 0.01 -0.35
C 2.19 0.97 -1.22
C 1.73 1.88 0.71
N 1.38 0.63 0.82
N 2.09 2.22 -0.57
H 2.06 -2.04 0.38
H 3.01 -1.61 -0.88
H 1.19 -1.95 -2.58
H 2.47 1.02 -2.26
H 1.49 2.68 1.40
H 2.82 2.88 -0.77
H 0.02 -1.96 -1.27
H 1.28 -3.28 -1.38
*
```

---

B) Computed, not measured: 2 unconnected molecules or ions with the total composition C7H14N2S, with ωB97M-V with the def2-TZVPD basis set.

Values from the calculation:
HOMO energy (eV): -8.4
Structure (SMILES): Cc1c[nH]cn1.CCSC
LUMO level (eV): 0.73

```
! wB97M-V def2-TZVPD RIJCOSX def2/J DEFGRID3
* xyz 0 1
C 0.16 -2.94 -2.00
C -0.72 -1.73 -1.77
C -0.40 -0.38 -1.92
C -2.61 -0.68 -1.59
N -2.05 -1.87 -1.62
N -1.62 0.29 -1.80
H -0.60 -3.77 -2.23
H 0.94 -3.18 -1.17
H 0.40 0.18 -1.90
H -3.73 -0.52 -1.62
H -1.79 1.19 -1.47
H 0.66 -2.99 -2.92
C 1.66 1.38 2.18
C 2.86 1.13 1.26
C -1.26 1.53 2.11
S 0.25 2.00 1.11
H 1.32 0.60 2.82
H 1.76 2.18 2.92
H 3.42 2.10 0.97
H 2.51 0.65 0.27
H -1.44 0.47 2.14
H -1.34 1.85 3.08
H -2.09 2.00 1.49
H 3.71 0.52 1.65
*
```

---

Which structure loses on stability? B) does.

---

A) Computed, not measured: C3H2O3 in the gas phase, with ωB97M-V with the def2-TZVPD basis set.

Values from the calculation:
HOMO energy (eV): -9.3
LUMO level (eV): -0.85

```
! wB97M-V def2-TZVPD RIJCOSX def2/J DEFGRID3
* xyz 0 1
O -1.75 0.34 1.11
C -0.49 0.48 0.87
C 0.09 0.42 -0.45
O 0.05 1.38 -1.20
C 0.98 -0.79 -0.70
O 1.01 -1.72 0.06
H -1.43 0.55 2.02
H 1.55 -0.74 -1.65
*
```

---

B) Computed, not measured: a molecular structure, C3H2O3, with ωB97M-V with the def2-TZVPD basis set.

Values from the calculation:
HOMO energy (alpha / beta) (eV): -8.8 / -8.8
LUMO level (alpha / beta) (eV): -0.78 / -0.78

```
! wB97M-V def2-TZVPD RIJCOSX def2/J DEFGRID3
* xyz 0 1
O -2.10 0.43 1.02
C -0.97 0.25 0.85
C -0.01 0.40 -0.91
O -0.47 1.15 -1.70
C 1.00 -0.45 -0.43
O 1.37 -0.31 0.80
H 0.23 -0.04 1.32
H 1.04 -1.44 -0.91
*
```

---

C) Computed, not measured: C3H2O3 in the gas phase, with ωB97M-V with the def2-TZVPD basis set.

Values from the calculation:
HOMO energy (eV): -10.1
Structure (SMILES): O=CC(=O)C=O
LUMO level (eV): -1.24

```
! wB97M-V def2-TZVPD RIJCOSX def2/J DEFGRID3
* xyz 0 1
O -1.72 -0.41 1.05
C -0.97 0.48 0.76
C -0.05 0.36 -0.46
O -0.15 1.10 -1.40
C 1.01 -0.74 -0.43
O 1.27 -1.34 0.58
H -0.93 1.44 1.30
H 1.54 -0.89 -1.40
*
```

---

D) Computed, not measured: C3H2O3 in the gas phase, with ωB97M-V with the def2-TZVPD basis set.

Values from the calculation:
HOMO energy (alpha / beta) (eV): -9.8 / -9.8
LUMO level (alpha / beta) (eV): -1.94 / -1.94

```
! wB97M-V def2-TZVPD RIJCOSX def2/J DEFGRID3
* xyz 0 1
C 0.56 0.02 -0.03
C -0.94 0.26 0.00
C -0.44 -1.12 0.00
O 1.45 0.94 0.00
O -0.59 -2.29 0.01
O 2.77 0.91 0.01
H -1.39 0.67 0.90
H -1.43 0.62 -0.90
*
```

---

Which structure loses on stability? D) does.